{"formula": "C44H63N6O3PV", "method": "wB97M-V/def2-TZVPD", "symbols": ["V", "C", "C", "N", "C", "C", "C", "C", "C", "C", "C", "C", "C", "N", "C", "H", "H", "H", "H", "H", "H", "H", "H", "C", "C", "C", "C", "C", "C", "C", "C", "C", "C", "C", "C", "N", "C", "C", "N", "C", "C", "C", "C", "C", "C", "C", "C", "C", "C", "C", "C", "H", "H", "H", "H", "H", "H", "H", "H", "H", "H", "H", "H", "H", "H", "H", "H", "H", "H", "H", "H", "H", "H", "H", "H", "H", "H", "H", "H", "H", "H", "H", "H", "H", "H", "H", "H", "C", "C", "O", "P", "O", "C", "C", "O", "C", "C", "H", "H", "H", "H", "H", "H", "H", "H", "H", "H", "H", "H", "H", "H", "H", "N", "N", "H", "H", "H", "H"], "positions_angstrom": [[-0.18, 0.22, 0.91], [-3.51, -2.35, 2.19], [-2.79, -1.44, 1.45], [-1.46, -1.30, 1.54], [-0.80, -2.01, 2.51], [-1.48, -2.95, 3.33], [-2.84, -3.12, 3.13], [-0.73, -3.63, 4.35], [0.58, -3.37, 4.54], [1.28, -2.40, 3.73], [2.62, -2.10, 3.89], [3.20, -1.17, 3.01], [2.45, -0.55, 2.05], [1.11, -0.77, 1.90], [0.56, -1.75, 2.71], [-4.58, -2.42, 2.06], [-3.27, -0.81, 0.71], [-3.38, -3.85, 3.73], [-1.25, -4.35, 4.97], [1.13, -3.88, 5.32], [3.20, -2.56, 4.68], [4.25, -0.94, 3.08], [2.88, 0.17, 1.37], [4.51, 4.06, -1.81], [3.04, 4.47, -1.78], [2.91, 5.99, -1.62], [2.32, 3.97, -3.01], [2.72, 4.44, -4.25], [2.18, 3.95, -5.43], [1.22, 2.95, -5.35], [0.77, 2.46, -4.13], [-0.31, 1.41, -4.12], [0.13, 0.13, -4.83], [-1.62, 1.94, -4.72], [1.32, 2.97, -2.93], [0.89, 2.46, -1.70], [0.27, 3.32, -0.86], [-0.08, 3.15, 0.45], [0.21, 2.02, 1.25], [0.43, 2.28, 2.63], [-0.61, 2.10, 3.55], [-0.36, 2.30, 4.91], [0.90, 2.68, 5.35], [1.91, 2.90, 4.43], [1.69, 2.72, 3.07], [2.79, 3.08, 2.08], [2.84, 4.60, 1.91], [4.17, 2.57, 2.51], [-2.04, 1.79, 3.12], [-2.72, 0.75, 4.01], [-2.86, 3.08, 3.08], [5.01, 4.33, -0.88], [5.05, 4.54, -2.63], [4.61, 2.98, -1.95], [2.59, 4.01, -0.91], [3.29, 6.51, -2.50], [3.48, 6.34, -0.76], [1.87, 6.28, -1.49], [3.48, 5.21, -4.31], [2.50, 4.33, -6.38], [0.79, 2.56, -6.27], [-0.52, 1.17, -3.08], [-0.59, -0.68, -4.67], [1.10, -0.21, -4.48], [0.21, 0.29, -5.91], [-1.48, 2.23, -5.76], [-1.97, 2.81, -4.17], [-2.39, 1.17, -4.69], [-0.02, 4.30, -1.26], [-0.55, 3.98, 0.96], [-1.15, 2.18, 5.63], [1.08, 2.82, 6.40], [2.88, 3.23, 4.77], [2.53, 2.64, 1.12], [3.01, 5.09, 2.87], [1.91, 4.99, 1.48], [3.66, 4.88, 1.24], [4.59, 3.19, 3.30], [4.86, 2.62, 1.66], [4.13, 1.55, 2.87], [-2.02, 1.39, 2.10], [-2.93, 1.15, 5.00], [-2.09, -0.14, 4.15], [-3.66, 0.44, 3.57], [-2.88, 3.55, 4.06], [-3.89, 2.87, 2.78], [-2.44, 3.78, 2.36], [-1.39, -6.42, -1.28], [-1.38, -5.09, -0.55], [-2.20, -4.15, -1.26], [-1.50, -2.72, -1.63], [-2.82, -1.81, -1.87], [-4.10, -2.09, -2.46], [-4.96, -3.06, -1.66], [-0.92, -2.98, -3.13], [-1.61, -3.65, -4.19], [-0.60, -4.41, -5.02], [-0.81, -7.15, -0.73], [-0.95, -6.31, -2.28], [-2.40, -6.79, -1.39], [-0.36, -4.70, -0.46], [-1.80, -5.19, 0.46], [-3.97, -2.44, -3.48], [-4.60, -1.12, -2.51], [-4.56, -4.07, -1.68], [-5.96, -3.07, -2.09], [-5.03, -2.74, -0.62], [-2.12, -2.90, -4.79], [-2.36, -4.33, -3.77], [-0.09, -5.16, -4.42], [0.15, -3.72, -5.42], [-1.09, -4.90, -5.86], [1.51, -0.95, -1.33], [0.48, 0.02, -1.00], [1.45, -1.13, -2.33], [2.39, -0.46, -1.18], [0.74, 1.08, -1.38], [-0.35, -0.29, -1.51]], "s2": 0.8098, "orbital_gap_ev": [4.629, 4.846], "spin_multiplicity": 2, "charge": 0}

{"formula": "H14O7", "method": "wB97M-V/def2-TZVPD", "symbols": ["O", "H", "H", "O", "H", "H", "O", "H", "H", "O", "H", "H", "O", "H", "H", "O", "H", "H", "O", "H", "H"], "positions_angstrom": [[-0.09, -0.64, 1.53], [0.73, -1.03, 1.19], [-0.82, -1.07, 1.01], [-0.10, -0.75, -1.53], [-0.75, -1.18, -1.01], [0.74, -0.99, -1.07], [-2.50, -1.16, 0.41], [-2.49, -0.45, -0.28], [-2.77, -0.78, 1.21], [2.16, 1.15, -0.45], [1.61, 1.62, 0.16], [3.09, 1.47, -0.21], [0.04, 2.00, 1.06], [0.15, 1.07, 1.39], [-0.61, 1.95, 0.31], [-1.81, 1.02, -1.00], [-1.87, 1.82, -1.53], [-0.99, 0.55, -1.22], [2.13, -1.62, 0.02], [2.96, -2.12, -0.02], [2.35, -0.73, -0.25]], "orbital_gap_ev": 11.261, "relative_energy_kj_mol": 90.9, "smiles": "O.O.O.O.O.O.O", "charge": 0}

{"formula": "C2H2O2S", "method": "wB97M-V/def2-TZVPD", "symbols": ["C", "C", "O", "O", "S", "H", "H"], "positions_angstrom": [[0.57, 0.36, -0.05], [-0.84, 0.15, 0.18], [1.00, 0.78, -1.11], [1.47, 0.34, 0.93], [-1.60, -1.17, -0.37], [2.29, 0.53, 0.35], [-2.90, -0.99, 0.07]], "s2": 2.0127, "orbital_gap_ev": [8.402, 8.509], "spin_multiplicity": 3, "relative_energy_kj_mol": 90.7, "charge": 0}

{"formula": "C14H16AsClO10PReS", "method": "wB97M-V/def2-TZVPD", "symbols": ["Re", "O", "Cl", "O", "O", "O", "O", "As", "O", "O", "C", "C", "C", "C", "C", "C", "S", "O", "O", "O", "H", "H", "H", "H", "H", "C", "P", "C", "C", "C", "C", "C", "C", "C", "H", "H", "H", "H", "H", "H", "H", "H", "H", "H", "H"], "positions_angstrom": [[0.81, -0.17, -0.28], [2.81, -3.53, -1.34], [2.66, -2.39, -0.56], [1.41, -2.45, 0.18], [2.38, -1.24, -1.49], [3.73, -2.11, 0.25], [0.64, 4.39, -0.26], [0.01, 2.93, 0.47], [-1.58, 3.02, 0.37], [0.65, 1.75, -0.67], [0.84, 3.06, 2.24], [1.02, 4.35, 2.74], [1.55, 4.51, 4.01], [1.83, 3.40, 4.80], [1.61, 2.13, 4.31], [1.14, 1.97, 3.02], [1.06, 0.34, 2.31], [0.97, -0.63, 3.34], [2.19, 0.24, 1.38], [-0.17, 0.36, 1.39], [0.07, 4.71, -0.97], [0.77, 5.20, 2.12], [1.74, 5.51, 4.37], [2.22, 3.53, 5.80], [1.78, 1.25, 4.92], [-2.05, 0.64, -2.01], [-0.73, -0.62, -2.07], [0.00, -0.53, -3.72], [-1.46, -2.25, -1.79], [-1.81, -2.61, -0.49], [-2.34, -3.86, -0.24], [-2.51, -4.76, -1.28], [-2.19, -4.40, -2.58], [-1.65, -3.15, -2.84], [-2.81, 0.41, -2.76], [-1.61, 1.62, -2.21], [-2.51, 0.67, -1.03], [-0.77, -0.62, -4.49], [0.75, -1.32, -3.85], [0.51, 0.43, -3.81], [-1.67, -1.90, 0.32], [-2.60, -4.15, 0.77], [-2.91, -5.75, -1.09], [-2.35, -5.09, -3.40], [-1.39, -2.88, -3.85]], "s2": 0.7564, "orbital_gap_ev": [6.181, 6.647], "spin_multiplicity": 2, "relative_energy_kj_mol": 66.1, "charge": 1}